{
  "formula": "C20H30Cl2N3O3PmS",
  "method": "wB97M-V/def2-TZVPD",
  "total_charge": 0,
  "orbital_gap_ev": [5.53, 5.58],
  "de_lowest_ev": 0.402,
  "homo_energy_ev": [-5.31, -5.36],
  "s_squared": 6.008,
  "energy_ha": -3097.0143,
  "spin_multiplicity": 5,
  "species": ["O", "C", "C", "C", "H", "C", "H", "C", "H", "C", "H", "C", "H", "H", "C", "C", "H", "H", "H", "C", "C", "H", "H", "H", "H", "Pm", "Cl", "Cl", "C", "O", "N", "C", "C", "H", "H", "H", "H", "H", "H", "H", "H", "H", "C", "C", "N", "H", "C", "O", "H", "H", "H", "H", "S", "C", "C", "N", "C", "H", "H", "H"],
  "xyz": [[3.3354, 1.5970, -0.8399], [2.7476, 2.0854, -1.8063], [1.9866, 3.3723, -1.8340], [1.2505, 3.7706, -0.7050], [1.0433, 3.0763, 0.1132], [0.8442, 5.1041, -0.5918], [0.3282, 5.4550, 0.3046], [1.0536, 6.0076, -1.6433], [0.8023, 7.0668, -1.5675], [1.5603, 5.5217, -2.8583], [1.5938, 6.1732, -3.7325], [1.9356, 4.1806, -2.9836], [2.2363, 3.7445, -3.9362], [2.5988, 1.4640, -2.7375], [0.0129, -0.6777, -3.0109], [-0.9054, -0.0109, -2.0818], [0.0969, -0.1328, -3.9770], [-0.2736, -1.7120, -3.2617], [1.0205, -0.7149, -2.5147], [-1.4555, 1.1855, -2.0890], [-2.6343, 1.4842, -3.0257], [-1.0804, 2.0363, -1.4683], [-2.3542, 2.3370, -3.6732], [-3.5279, 1.7543, -2.4631], [-2.8807, 0.5749, -3.6185], [-1.1897, -0.3044, 0.1303], [-1.7749, 2.0310, 1.1452], [-3.1826, -1.5042, -0.8468], [-3.0196, -1.2917, 2.4406], [-1.8507, -1.6300, 2.0501], [-3.8342, -2.0904, 3.1130], [-3.4028, -3.4358, 3.5035], [-5.2445, -1.7966, 3.3344], [-3.3826, -0.2772, 2.1895], [-2.3288, -3.5139, 3.3069], [-3.9511, -4.1965, 2.9302], [-3.6114, -3.5963, 4.5686], [-5.5016, -0.7832, 3.0116], [-5.4975, -1.8897, 4.3983], [-5.8899, -2.5003, 2.7963], [1.7249, -5.1490, -0.0586], [4.1387, -3.8850, 0.1435], [1.5264, -4.3761, -0.8120], [3.7241, -3.1687, -0.5725], [2.2690, -3.1591, -0.4884], [0.4488, -4.1523, -0.8354], [1.6382, -2.0469, -0.1690], [0.3778, -1.9829, -0.0384], [4.0862, -2.1669, -0.3255], [2.2597, -1.1504, -0.0173], [1.8614, -4.7461, -1.7891], [4.0419, -3.4379, -1.5846], [1.8995, -0.2769, 4.6086], [3.0376, 0.4991, 3.5240], [2.4991, 0.5881, 2.2588], [1.2125, 0.0616, 2.1354], [0.7669, -0.4002, 3.2888], [4.0165, 0.8467, 3.8261], [2.9908, 1.0269, 1.3937], [-0.1929, -0.8882, 3.4425]],
  "forces_ev_per_angstrom": [[-0.9, 1.1, -1.4], [-0.8, -1.4, 0.3], [-0.5, -0.1, 0.4], [0.7, 0.7, 0.4], [0.3, 0.2, -0.2], [-0.4, 0.2, -0.3], [0.2, -0.3, -0.2], [0.3, -0.6, -0.3], [0.0, -0.4, 0.1], [-0.5, -0.3, -0.1], [0.0, -0.2, 0.3], [0.5, 0.0, 0.5], [0.2, 0.3, 0.2], [0.6, 0.5, 0.4], [-0.7, -1.2, -1.6], [4.1, 0.5, 0.6], [0.2, -0.3, 0.3], [0.3, 0.0, 0.1], [-0.7, 0.0, -0.6], [-1.9, 1.1, -1.3], [1.2, 0.5, -0.8], [-1.2, -1.0, 0.6], [-0.5, -0.3, -0.1], [0.1, 0.0, 0.2], [0.3, 0.7, 0.3], [0.1, 1.3, 1.6], [-0.1, 0.5, 0.7], [-1.2, -0.8, -0.2], [1.8, -0.3, -1.1], [-2.1, 0.1, 1.7], [-0.2, -0.4, 0.1], [0.1, 0.1, -0.1], [-0.2, 0.3, 0.2], [-0.2, -0.4, 0.2], [-0.3, -0.1, 0.1], [0.2, 0.2, 0.0], [0.1, 0.1, -0.2], [0.2, -0.2, 0.0], [0.2, 0.1, -0.2], [0.3, 0.1, -0.1], [0.0, 0.2, -0.1], [0.0, 0.1, -0.1], [-0.1, 0.0, 0.0], [-0.2, 0.0, 0.0], [0.2, -0.2, -0.1], [0.5, 0.0, 0.0], [-2.3, 0.4, 0.3], [2.7, -0.6, -0.3], [0.0, -0.2, -0.1], [-0.1, -0.3, 0.0], [-0.1, 0.1, 0.2], [0.0, 0.0, 0.1], [0.2, 0.6, -1.3], [-0.8, -0.3, -0.6], [-0.4, -0.4, 1.2], [-0.2, -0.1, 0.9], [1.2, 0.3, -0.4], [-0.2, -0.1, 0.1], [-0.2, -0.1, 0.2], [0.2, 0.2, -0.2]],
  "mulliken_spin": [0.00, 0.00, 0.00, 0.00, 0.00, 0.00, 0.00, 0.00, 0.00, 0.00, 0.00, 0.00, 0.00, 0.00, 0.00, -0.01, 0.00, 0.00, 0.00, 0.00, 0.00, 0.00, 0.00, 0.00, 0.00, 4.02, -0.01, -0.01, 0.00, 0.00, 0.00, 0.00, 0.00, 0.00, 0.00, 0.00, 0.00, 0.00, 0.00, 0.00, 0.00, 0.00, 0.00, 0.00, 0.00, 0.00, 0.00, 0.00, 0.00, 0.00, 0.00, 0.00, 0.00, 0.00, 0.00, 0.00, 0.00, 0.00, 0.00, 0.00]
}

***

{
  "formula": "C20H30Cl8N4",
  "method": "wB97M-V/def2-TZVPD",
  "total_charge": 0,
  "orbital_gap_ev": 7.95,
  "smiles": "ClC(Cl)(Cl)Cl.ClC(Cl)(Cl)Cl.c1cc[nH]c1.c1cc[nH]c1.c1cc[nH]c1.CCN(CC)CC",
  "homo_energy_ev": -7.84,
  "energy_ha": -4680.5353,
  "species": ["C", "C", "N", "C", "C", "C", "C", "H", "H", "H", "H", "H", "H", "H", "H", "H", "H", "H", "H", "H", "H", "H", "C", "Cl", "Cl", "Cl", "Cl", "C", "Cl", "Cl", "Cl", "Cl", "N", "C", "C", "C", "C", "H", "H", "H", "H", "H", "N", "C", "C", "C", "C", "H", "H", "H", "H", "H", "N", "C", "C", "C", "C", "H", "H", "H", "H", "H"],
  "xyz": [[26.2258, -3.7469, -19.1175], [25.5066, -2.4619, -19.4971], [24.2545, -2.6576, -20.2286], [23.3139, -3.5566, -19.5606], [23.0516, -3.2560, -18.0689], [23.7521, -1.4410, -20.8457], [22.4054, -1.5373, -21.5421], [26.9867, -3.5645, -18.3608], [26.5583, -4.3137, -19.9869], [25.5595, -4.4526, -18.6089], [25.3650, -1.7890, -18.6435], [26.2482, -1.9327, -20.1071], [22.4035, -3.5480, -20.1612], [23.6958, -4.5790, -19.6311], [22.8051, -2.1922, -18.0323], [22.2453, -3.8050, -17.5811], [23.9288, -3.5110, -17.4767], [24.4805, -1.2546, -21.6425], [23.7325, -0.5713, -20.1739], [22.3493, -2.4382, -22.1474], [22.1629, -0.6606, -22.1417], [21.5553, -1.5733, -20.8513], [25.0030, -10.4980, -19.3871], [26.3690, -11.1834, -20.2545], [24.2087, -9.2733, -20.3857], [23.8351, -11.7759, -18.9610], [25.5429, -9.7451, -17.8927], [20.9851, -6.5052, -22.2106], [22.5557, -6.9867, -21.5930], [19.7434, -6.7758, -20.9275], [21.0231, -4.8101, -22.6621], [20.5790, -7.5229, -23.5977], [18.2137, -7.4485, -27.6635], [19.0303, -7.9537, -26.7091], [20.1774, -8.4185, -27.2459], [20.0977, -8.1712, -28.6396], [18.8882, -7.5133, -28.8674], [17.3893, -6.9252, -27.4417], [18.7649, -7.9398, -25.6611], [21.0913, -8.8178, -26.8356], [20.8111, -8.3907, -29.4155], [18.3887, -7.1289, -29.7422], [25.4794, -3.8453, -22.7011], [24.4723, -4.0038, -23.6305], [25.0208, -4.4127, -24.8268], [26.4194, -4.3962, -24.6446], [26.6772, -3.9980, -23.3678], [25.2836, -3.5679, -21.7481], [23.4616, -3.8853, -23.2898], [24.5242, -4.5238, -25.7768], [27.1645, -4.6148, -25.3923], [27.6088, -3.9391, -22.8270], [20.5129, -5.2744, -27.1500], [19.3796, -4.8661, -27.8278], [18.9904, -3.6511, -27.3313], [19.9700, -3.2182, -26.4319], [20.8421, -4.2824, -26.2625], [20.9146, -6.1948, -27.1372], [18.9901, -5.5126, -28.5974], [18.0450, -3.1983, -27.5894], [20.0251, -2.2744, -25.9163], [21.6141, -4.3043, -25.5108]],
  "forces_ev_per_angstrom": [[-1.1, -0.7, 0.7], [0.4, 0.4, -0.2], [0.3, -0.8, 0.3], [-0.2, -0.5, 0.3], [-0.1, 0.4, -0.6], [0.2, 0.3, -0.6], [-0.8, -0.3, 0.6], [0.4, 0.1, -0.5], [0.5, 0.3, 0.0], [-0.1, 0.1, 0.0], [-0.1, -0.2, 0.3], [-0.4, 0.2, -0.4], [-0.1, 0.0, 0.3], [0.0, 0.0, -0.2], [0.2, 0.0, 0.6], [-0.2, -0.1, -0.5], [0.2, 0.5, 0.0], [0.1, 0.5, 0.1], [0.2, -0.1, 0.2], [0.0, 0.1, -0.2], [0.5, 0.0, -0.2], [0.2, -0.2, 0.2], [-0.3, -0.1, 0.1], [0.0, -0.1, 0.0], [0.0, -0.3, 0.0], [0.2, 0.1, -0.2], [0.2, 0.1, 0.2], [-0.4, -0.4, 0.4], [0.1, 0.2, 0.0], [0.4, 0.2, -0.4], [-0.3, -0.1, 0.0], [0.0, 0.2, 0.0], [0.9, -0.6, -0.3], [-0.5, -0.2, 1.9], [1.1, -0.3, -1.3], [-1.4, 1.1, -0.8], [-0.1, -1.3, 0.3], [-0.1, 0.1, -0.2], [-0.2, 0.1, -0.2], [-0.4, -0.2, 0.6], [0.1, -0.1, 0.1], [0.3, -0.2, -0.2], [-0.1, 0.2, -1.7], [0.2, -0.6, 0.6], [-0.3, 0.8, 0.2], [0.4, 0.1, -0.4], [0.0, -0.5, 1.2], [0.0, 0.2, 0.1], [-0.1, 0.0, -0.2], [-0.2, -0.2, 0.1], [0.0, 0.0, 0.0], [0.0, 0.1, -0.1], [-0.2, 1.2, 0.5], [0.4, -0.5, 0.2], [-0.6, -0.1, -1.1], [0.4, -0.8, 0.9], [-0.1, 1.1, 0.0], [-0.1, 0.0, -0.3], [0.0, 0.8, 0.3], [0.3, 0.4, -0.2], [-0.1, -0.1, 0.1], [0.3, -0.5, -0.4]],
  "nbo_charge": [-0.63, -0.23, -0.48, -0.22, -0.64, -0.21, -0.62, 0.22, 0.21, 0.20, 0.18, 0.20, 0.21, 0.19, 0.20, 0.22, 0.21, 0.20, 0.17, 0.20, 0.23, 0.20, -0.22, 0.07, 0.05, 0.05, 0.06, -0.21, 0.06, 0.03, 0.07, 0.06, -0.50, -0.05, -0.34, -0.30, -0.10, 0.42, 0.21, 0.23, 0.23, 0.22, -0.53, -0.07, -0.31, -0.31, -0.08, 0.44, 0.20, 0.22, 0.22, 0.20, -0.52, -0.08, -0.30, -0.32, -0.07, 0.43, 0.21, 0.21, 0.22, 0.21]
}

***

{
  "formula": "C20H30ClEuO2",
  "method": "wB97M-V/def2-TZVPD",
  "total_charge": 0,
  "orbital_gap_ev": [7.25, 7.25],
  "de_lowest_ev": 0.489,
  "homo_energy_ev": [-6.94, -6.94],
  "s_squared": 12.025,
  "energy_ha": -2100.9529,
  "spin_multiplicity": 7,
  "species": ["O", "C", "C", "H", "H", "C", "H", "H", "C", "H", "H", "H", "C", "H", "H", "H", "Eu", "C", "C", "C", "H", "C", "C", "H", "H", "H", "H", "C", "C", "C", "H", "C", "C", "H", "H", "H", "H", "O", "C", "C", "H", "H", "C", "H", "H", "C", "H", "H", "H", "H", "Cl", "C", "H", "H"],
  "xyz": [[0.4437, 0.1382, -4.5385], [0.2554, 1.4545, -5.1760], [0.0092, 0.8637, -6.5797], [1.1596, 2.0572, -5.1132], [-0.6139, 1.9606, -4.7597], [0.2343, -0.4959, -5.8407], [0.7754, 1.1161, -7.3026], [-1.0002, 1.0110, -6.9442], [1.4663, -1.2382, -6.3113], [2.3480, -0.5877, -6.3456], [1.3082, -1.6463, -7.3194], [1.6723, -2.0866, -5.6451], [-0.9866, -1.3880, -5.8173], [-1.8790, -0.8391, -5.4946], [-0.8182, -2.2326, -5.1353], [-1.1815, -1.8026, -6.8152], [0.1136, 0.1685, 3.4325], [-2.1703, -0.6464, 4.6995], [-1.9309, 0.7437, 4.8865], [-2.1404, 1.3961, 3.6314], [-1.4982, 1.1958, 5.7877], [-2.4896, 0.3925, 2.6705], [-2.5051, -0.8562, 3.3424], [-2.7127, -1.8253, 2.8687], [-2.0725, -1.4151, 5.4667], [-1.8874, 2.4241, 3.3922], [-2.6492, 0.5559, 1.6093], [1.0779, -1.7225, 5.0019], [0.2987, -2.5110, 4.1106], [0.8589, -2.3986, 2.8143], [-0.5972, -3.0716, 4.3672], [2.0028, -1.5457, 2.8840], [2.1448, -1.1413, 4.2537], [2.8184, -0.3592, 4.6154], [0.8476, -1.5285, 6.0528], [0.4336, -2.8257, 1.8999], [2.5504, -1.1480, 2.0395], [0.2609, 0.4313, 1.1871], [-0.1600, -0.4882, 0.1072], [-0.4526, 0.4426, -1.0481], [-1.0122, -1.0796, 0.4859], [0.7003, -1.1577, -0.0505], [0.4460, 1.6684, -0.7837], [-1.5053, 0.7573, -0.9635], [-0.2812, -0.0291, -2.0168], [0.4142, 1.8274, 0.7206], [0.1393, 2.5757, -1.2992], [1.4816, 1.4062, -1.0599], [-0.4673, 2.3966, 1.0693], [1.3165, 2.2314, 1.2128], [0.6297, 3.4126, 3.9413], [1.3361, 1.9557, 4.4184], [1.1764, 1.7225, 5.4792], [2.2914, 1.7608, 3.9118]],
  "forces_ev_per_angstrom": [[-0.2, 0.9, -1.1], [0.0, -0.4, 0.1], [0.3, -0.5, 1.5], [-0.1, 0.1, 0.2], [0.1, 0.2, 0.2], [-0.1, 0.0, -0.7], [-0.1, 0.0, -0.2], [0.0, 0.0, -0.2], [0.2, -0.3, 0.0], [-0.2, -0.1, 0.1], [0.0, 0.1, 0.2], [0.0, 0.2, -0.1], [-0.1, -0.3, 0.1], [0.2, -0.1, 0.0], [-0.1, 0.2, -0.1], [0.1, 0.1, 0.2], [-1.2, -1.5, 0.2], [0.1, 0.4, 0.0], [-0.1, 0.2, -0.2], [-0.2, -0.4, -0.1], [-0.5, -0.1, -0.3], [0.3, 0.3, 0.9], [0.0, -0.1, -0.3], [0.1, 0.5, 0.3], [-0.1, 0.3, -0.3], [-0.4, -0.1, 0.2], [-0.1, 0.0, 0.2], [0.2, 0.0, -0.3], [0.4, 0.3, -0.1], [0.0, 0.3, 0.0], [0.3, 0.1, -0.1], [-0.4, -0.2, 1.0], [0.1, -0.1, -0.4], [0.0, -0.6, 0.0], [0.2, -0.2, -0.4], [0.3, 0.0, 0.4], [0.2, -0.2, 0.1], [0.0, 0.3, -1.0], [0.7, 0.4, 0.7], [-0.6, 0.4, 0.1], [0.3, 0.4, -0.2], [-0.3, 0.2, -0.1], [0.8, -0.5, -0.1], [0.2, -0.1, -0.3], [0.0, 0.2, 0.0], [-0.6, -0.6, 0.3], [0.0, -0.1, -0.1], [-0.3, 0.2, -0.2], [0.3, -0.2, -0.1], [-0.4, -0.1, -0.4], [-0.8, 2.3, -0.6], [0.4, -2.4, 0.3], [0.9, 0.4, -0.2], [0.1, 0.4, 0.9]],
  "mulliken_spin": [0.00, 0.00, 0.00, 0.00, 0.00, 0.00, 0.00, 0.00, 0.00, 0.00, 0.00, 0.00, 0.00, 0.00, 0.00, 0.00, 6.08, -0.01, 0.00, 0.00, 0.00, -0.01, -0.01, 0.00, 0.00, 0.00, 0.00, 0.00, -0.02, 0.00, 0.00, -0.01, 0.00, 0.00, 0.00, 0.00, 0.00, 0.00, 0.00, 0.00, 0.00, 0.00, 0.00, 0.00, 0.00, 0.00, 0.00, 0.00, 0.00, 0.00, 0.00, -0.03, 0.00, 0.00]
}

***

{
  "formula": "C20H30ClFeN9O4S",
  "method": "wB97M-V/def2-TZVPD",
  "total_charge": 1,
  "orbital_gap_ev": [6.44, 7.30],
  "de_lowest_ev": 0.939,
  "homo_energy_ev": [-10.15, -10.15],
  "s_squared": 0.864,
  "energy_ha": -3695.8239,
  "spin_multiplicity": 2,
  "species": ["Fe", "N", "C", "C", "N", "C", "C", "N", "H", "H", "H", "H", "H", "H", "H", "H", "H", "H", "H", "H", "H", "N", "C", "C", "C", "C", "C", "C", "S", "O", "O", "N", "C", "N", "C", "C", "C", "N", "H", "H", "H", "H", "H", "H", "H", "H", "H", "C", "N", "C", "C", "N", "C", "H", "H", "H", "H", "H", "H", "Cl", "C", "C", "O", "O", "H", "H"],
  "xyz": [[-0.2829, -0.8013, -0.1419], [2.0028, -0.6631, 1.4269], [3.0766, -0.0496, 0.6419], [2.7566, -0.2170, -0.8403], [1.4099, 0.3372, -1.0529], [0.9026, 0.5203, -2.4216], [-0.3506, 1.3579, -2.2484], [-0.9558, 0.9574, -0.9638], [1.9941, -0.3337, 2.3850], [2.1311, -1.6688, 1.4555], [4.0551, -0.4664, 0.8815], [3.1109, 1.0187, 0.8687], [2.7774, -1.2661, -1.1328], [3.4938, 0.3100, -1.4506], [1.3658, 1.2171, -0.5415], [0.6530, -0.4524, -2.8310], [1.6209, 0.9905, -3.0973], [-1.0519, 1.2153, -3.0673], [-0.1015, 2.4184, -2.2077], [-1.9603, 0.9094, -1.0479], [-0.7061, 1.6377, -0.2293], [1.0069, -3.0745, 7.1631], [0.3437, -2.6513, 6.0484], [0.6499, -3.1910, 4.7900], [-0.0173, -2.7634, 3.6633], [-0.9995, -1.7808, 3.7766], [-1.3252, -1.2424, 5.0205], [-0.6596, -1.6743, 6.1446], [-1.8252, -1.2430, 2.3545], [-1.7951, -2.3243, 1.3916], [-3.0950, -0.6894, 2.7303], [-0.9094, -0.1115, 1.5885], [-0.6008, 1.0804, 2.2301], [0.0696, 2.0233, 1.5420], [0.3927, 3.1394, 2.2047], [0.0665, 3.3451, 3.5256], [-0.6251, 2.3131, 4.1388], [-0.9482, 1.1874, 3.5124], [1.7049, -3.7904, 7.1052], [0.7750, -2.7139, 8.0680], [1.4047, -3.9653, 4.7136], [0.2023, -3.1935, 2.6940], [-2.1073, -0.4999, 5.0879], [-0.9160, -1.2688, 7.1168], [0.9329, 3.8918, 1.6392], [0.3319, 4.2527, 4.0480], [-0.9323, 2.3810, 5.1777], [-5.6177, -2.0437, -0.8030], [-4.1898, -1.9755, -1.1113], [-3.5303, -2.6627, -2.1072], [-2.2375, -2.2523, -2.0642], [-2.1073, -1.3017, -1.0675], [-3.3039, -1.1738, -0.5160], [-6.0368, -2.9195, -1.2877], [-6.1294, -1.1565, -1.1681], [-5.7560, -2.1269, 0.2717], [-4.0307, -3.3839, -2.7316], [-1.3996, -2.5569, -2.6657], [-3.5499, -0.5478, 0.3306], [3.1972, -4.0075, -1.1051], [1.4271, -4.2302, -1.2775], [0.7667, -2.9597, -0.8050], [0.4145, -2.0869, -1.6386], [0.6093, -2.7398, 0.4075], [1.1379, -5.0684, -0.6538], [1.2185, -4.4175, -2.3242]],
  "forces_ev_per_angstrom": [[0.2, -0.2, -1.3], [0.2, 0.1, -0.1], [-0.2, -0.1, 0.1], [0.0, 0.1, 0.0], [-0.1, -0.5, 0.5], [0.2, 0.1, 0.0], [0.2, 0.0, -0.2], [0.0, 0.2, 0.8], [0.0, 0.1, 0.0], [-0.1, 0.0, 0.1], [0.1, 0.0, -0.2], [0.0, 0.0, 0.1], [-0.1, 0.0, 0.0], [0.0, 0.0, 0.0], [0.0, 0.1, 0.0], [0.1, 0.0, 0.0], [0.1, 0.1, 0.1], [0.0, -0.1, 0.0], [0.0, 0.1, 0.0], [-0.1, 0.1, 0.1], [-0.1, -0.2, -0.1], [0.0, 0.1, -0.1], [0.0, 0.0, 0.1], [0.1, -0.1, 0.0], [-0.1, 0.1, 0.0], [0.2, 0.0, 0.3], [0.0, -0.2, 0.0], [0.0, 0.0, 0.1], [0.0, -0.3, 0.1], [-0.2, 0.0, 0.3], [-0.1, 0.1, -0.1], [0.1, 0.8, -0.3], [0.1, -0.5, -0.1], [0.0, -0.1, -0.2], [0.0, -0.2, -0.2], [0.0, 0.1, 0.1], [-0.1, -0.3, 0.0], [0.0, 0.5, 0.2], [0.0, 0.0, 0.0], [0.0, 0.0, 0.0], [0.0, 0.0, 0.0], [0.0, 0.0, 0.0], [0.0, 0.0, 0.0], [0.0, 0.0, 0.0], [0.0, 0.0, 0.0], [0.0, 0.0, 0.0], [0.0, 0.0, 0.0], [0.1, 0.0, 0.0], [-0.2, 0.1, -0.2], [0.0, 0.0, 0.1], [-0.2, 0.1, 0.0], [0.4, -0.9, 0.3], [0.0, 0.1, 0.0], [0.0, 0.0, 0.0], [0.0, 0.0, 0.0], [0.0, 0.0, 0.0], [0.0, 0.1, 0.0], [-0.2, 0.0, 0.0], [0.0, -0.1, 0.0], [-0.1, -0.1, 0.0], [0.2, 0.1, 0.0], [0.3, -0.5, 0.1], [-0.2, 0.6, -0.1], [-0.4, 0.5, 0.1], [0.0, 0.0, 0.0], [0.0, 0.0, 0.0]],
  "mulliken_spin": [1.01, 0.02, 0.00, 0.00, 0.04, 0.00, 0.00, -0.05, 0.00, 0.00, 0.00, 0.00, 0.00, 0.00, 0.00, 0.00, 0.00, 0.00, 0.00, 0.00, 0.01, 0.00, 0.00, 0.00, 0.00, 0.00, 0.00, 0.00, 0.00, 0.02, 0.00, -0.02, 0.00, 0.00, 0.00, 0.00, 0.00, 0.00, 0.00, 0.00, 0.00, 0.00, 0.00, 0.00, 0.00, 0.00, 0.00, 0.00, 0.00, 0.00, 0.00, -0.01, 0.00, 0.00, 0.00, 0.00, 0.00, 0.00, 0.00, 0.00, 0.00, 0.01, -0.01, -0.01, 0.00, 0.00]
}